Density functional theory data (ωB97M-V/def2-TZVPD) for a molecular structure, C22H20F2N at a distorted geometry.

Each line ends with the natural charge from an NBO analysis.
Positions of all 45 atoms, in Å:
F1 -4.796 1.019 -2.276  -0.309
C1 -3.501 0.599 -2.164  0.431
C2 -3.208 -0.764 -2.275  -0.276
C3 -1.917 -1.200 -1.981  -0.146
C4 -0.936 -0.306 -1.446  -0.149
C5 0.347 -0.759 -0.884  0.097
C6 1.601 -0.341 -1.501  -0.174
C7 2.669 -1.270 -1.769  -0.135
C8 3.978 -0.836 -2.005  -0.289
C9 4.209 0.529 -2.180  0.443
F2 5.494 0.992 -2.242  -0.304
C10 3.164 1.436 -2.216  -0.274
C11 1.854 0.969 -2.011  -0.123
C12 -1.247 1.066 -1.496  -0.151
C13 -2.524 1.525 -1.835  -0.272
H1 -4.029 -1.456 -2.539  0.256
H2 -1.702 -2.266 -2.083  0.228
H3 0.333 -1.832 -0.636  0.232
H4 2.510 -2.347 -1.718  0.228
H5 4.831 -1.524 -1.998  0.256
H6 3.360 2.492 -2.365  0.253
H7 1.038 1.668 -2.193  0.231
H8 -0.501 1.782 -1.132  0.219
H9 -2.761 2.588 -1.770  0.251
C14 2.056 -2.081 1.428  -0.693
C15 1.266 -0.832 1.738  0.513
C16 1.773 -0.049 2.917  -0.718
N1 0.193 -0.468 1.062  -0.408
C17 -0.978 0.015 1.632  0.156
C18 -2.267 -0.468 1.291  -0.225
C19 -3.430 0.260 1.584  -0.188
C20 -3.364 1.359 2.472  -0.188
C21 -2.128 1.687 3.010  -0.205
C22 -0.967 1.021 2.628  -0.233
H10 3.005 -2.027 1.963  0.242
H11 1.537 -2.993 1.728  0.270
H12 2.253 -2.093 0.364  0.248
H13 2.791 -0.371 3.118  0.244
H14 1.842 1.007 2.653  0.251
H15 1.235 -0.167 3.865  0.277
H16 -2.329 -1.360 0.667  0.222
H17 -4.358 -0.009 1.123  0.230
H18 -4.275 1.919 2.697  0.235
H19 -2.089 2.518 3.722  0.232
H20 -0.031 1.371 3.051  0.216

Summary:
lowest unoccupied orbital energy = -4.4 eV
charge = +1
HOMO level = -0.438 Eh
gap between HOMO and LUMO = 7.477 eV
energy = -1104.48075 Ha

***

Density functional theory data (ωB97M-V/def2-TZVPD) for a molecular structure, C22H20F3N2O4S at a distorted geometry.

Each line ends with the natural charge from an NBO analysis.
Positions of all 52 atoms, in Å:
C1 -1.166 -2.285 -1.872  -0.652
C2 -0.506 -1.000 -2.319  -0.203
N1 -0.940 0.187 -1.565  -0.443
C3 -2.371 0.482 -1.831  -0.213
C4 -2.715 0.560 -3.330  -0.624
C5 -0.247 0.778 -0.535  0.724
C6 1.268 0.489 -0.556  -0.574
C7 1.919 0.836 -1.882  0.559
C8 3.286 0.232 -2.009  -0.149
C9 3.499 -1.138 -1.869  -0.198
C10 4.792 -1.633 -2.074  -0.218
C11 5.865 -0.758 -2.248  -0.207
C12 5.678 0.634 -2.123  -0.228
C13 4.390 1.126 -1.980  -0.156
O1 1.368 1.513 -2.737  -0.539
O2 -0.817 1.535 0.241  -0.593
H1 -0.557 -3.121 -2.245  0.201
H2 -1.209 -2.356 -0.767  0.277
H3 -2.180 -2.385 -2.307  0.195
H4 0.569 -1.064 -2.221  0.192
H5 -0.748 -0.797 -3.365  0.196
H6 -3.010 -0.319 -1.386  0.194
H7 -2.631 1.436 -1.346  0.237
H8 -3.759 0.881 -3.420  0.213
H9 -2.067 1.302 -3.818  0.215
H10 -2.592 -0.412 -3.820  0.195
H11 1.417 -0.537 -0.172  0.290
H12 2.662 -1.783 -1.596  0.222
H13 4.949 -2.714 -2.076  0.216
H14 6.878 -1.116 -2.451  0.211
H15 6.490 1.371 -2.115  0.216
H16 4.211 2.201 -1.784  0.232
F1 3.167 3.636 1.105  -0.344
C14 2.060 2.837 0.957  0.844
F2 1.541 2.648 2.182  -0.292
F3 1.239 3.508 0.138  -0.309
S1 2.609 1.273 0.277  0.298
N2 -0.435 -1.095 3.462  -0.709
C15 -1.352 -1.232 2.471  0.667
O3 -1.177 -1.550 1.306  -0.679
C16 -2.628 -0.794 3.203  -0.107
C17 -2.190 0.058 4.215  -0.095
C18 -3.051 0.600 5.151  -0.227
C19 -4.397 0.161 5.097  -0.233
C20 -4.828 -0.726 4.099  -0.238
C21 -3.940 -1.214 3.110  -0.218
C22 -0.640 0.064 4.109  0.653
O4 0.145 0.900 4.476  -0.619
H17 -2.646 1.276 5.915  0.217
H18 -5.107 0.520 5.849  0.196
H19 -5.870 -1.054 4.085  0.195
H20 -4.227 -1.962 2.367  0.209

Summary:
lowest unoccupied orbital energy = 2.4 eV
charge = -1
HOMO level = -0.152 Eh
gap between HOMO and LUMO = 6.575 eV
energy = -1958.60902 Ha

***

Density functional theory data (ωB97M-V/def2-TZVPD) for a single C22H20N2O4S molecule at a distorted geometry.

Each line ends with the natural charge from an NBO analysis.
Positions of all 49 atoms, in Å:
C1 -6.152 -1.050 -1.812  -0.634
C2 -5.129 -1.793 -0.964  -0.073
O1 -3.943 -1.021 -0.784  -0.508
C3 -3.954 -0.111 0.196  0.790
O2 -4.891 0.064 0.938  -0.609
C4 -2.680 0.646 0.277  -0.184
C5 -2.556 1.584 1.314  -0.158
C6 -1.413 2.335 1.485  -0.257
C7 -0.383 2.126 0.580  0.119
C8 -0.505 1.189 -0.477  0.168
C9 -1.656 0.436 -0.637  -0.167
N1 0.655 1.198 -1.204  -0.512
C10 1.431 2.071 -0.626  0.253
S1 3.037 2.348 -1.198  0.274
C11 2.885 1.342 -2.702  -0.605
C12 1.989 0.101 -2.593  0.564
O3 1.287 -0.199 -3.531  -0.547
C13 2.291 -0.811 -1.474  0.203
C14 3.332 -0.834 -0.587  -0.272
C15 3.105 -1.953 0.262  -0.145
C16 3.774 -2.526 1.344  -0.180
C17 3.223 -3.644 1.928  -0.229
C18 2.028 -4.198 1.459  -0.204
C19 1.346 -3.652 0.392  -0.266
C20 1.900 -2.527 -0.201  0.350
O4 1.425 -1.832 -1.251  -0.406
N2 0.869 2.684 0.449  -0.367
C21 1.504 3.636 1.322  -0.209
C22 2.172 2.942 2.506  -0.615
H1 -5.716 -0.772 -2.768  0.211
H2 -7.014 -1.688 -1.985  0.215
H3 -6.477 -0.150 -1.295  0.223
H4 -5.552 -2.029 0.018  0.199
H5 -4.798 -2.708 -1.459  0.189
H6 -3.393 1.700 1.986  0.239
H7 -1.326 3.050 2.288  0.218
H8 -1.743 -0.280 -1.436  0.248
H9 3.898 1.031 -2.961  0.249
H10 2.487 1.977 -3.495  0.254
H11 4.164 -0.160 -0.543  0.233
H12 4.697 -2.100 1.707  0.213
H13 3.721 -4.109 2.766  0.213
H14 1.632 -5.077 1.947  0.216
H15 0.425 -4.074 0.024  0.228
H16 2.250 4.181 0.737  0.217
H17 0.743 4.340 1.671  0.212
H18 1.438 2.382 3.081  0.217
H19 2.937 2.254 2.154  0.216
H20 2.636 3.680 3.153  0.218

Summary:
lowest unoccupied orbital energy = 0.4 eV
charge = 0
SMILES = CCOC(=O)c1ccc2c(c1)nc(SCC(=O)c1cc3ccccc3o1)n2CC
HOMO level = -0.306 Eh
gap between HOMO and LUMO = 8.699 eV
energy = -1659.03466 Ha

***

Density functional theory data (ωB97M-V/def2-TZVPD) for a single C22H20N4O6S2 molecule at a distorted geometry.

Each line ends with the natural charge from an NBO analysis.
Positions of all 54 atoms, in Å:
H1 -3.030 -1.165 1.098  0.366
N1 -2.058 -1.298 1.355  -0.668
C1 -1.796 -2.434 1.840  0.438
C2 -0.493 -2.888 2.293  -0.302
C3 0.721 -2.270 2.165  0.020
C4 1.246 -1.072 1.587  -0.171
C5 0.504 -0.029 1.007  -0.135
C6 1.131 1.071 0.480  -0.293
C7 2.526 1.189 0.498  0.445
O1 3.032 2.311 -0.049  -0.516
C8 4.416 2.408 -0.329  -0.103
C9 4.585 3.439 -1.451  -0.085
O2 4.192 2.906 -2.697  -0.519
C10 2.868 2.535 -2.808  0.322
C11 2.597 1.222 -3.160  -0.264
C12 1.296 0.776 -3.312  -0.225
C13 0.251 1.653 -3.102  -0.213
C14 0.503 2.974 -2.766  -0.292
C15 1.804 3.438 -2.625  0.235
O3 2.130 4.728 -2.319  -0.503
C16 1.094 5.659 -2.129  -0.249
C17 3.280 0.169 1.083  -0.351
C18 2.646 -0.930 1.616  -0.107
C19 -0.389 -4.216 2.993  0.656
O4 0.647 -4.604 3.482  -0.558
N2 -1.517 -5.020 3.063  -0.550
C20 -2.618 -4.610 2.587  0.308
S1 -4.139 -5.510 2.596  0.440
C21 -4.862 -4.132 1.816  -0.246
S2 -6.604 -4.115 1.353  2.171
C22 -6.819 -2.457 0.683  -0.861
O5 -6.763 -5.092 0.321  -0.912
O6 -7.355 -4.264 2.561  -0.913
N3 -4.086 -3.147 1.582  -0.229
N4 -2.833 -3.394 1.998  -0.284
H2 1.503 -2.881 2.615  0.241
H3 -0.569 -0.111 0.984  0.269
H4 0.564 1.869 0.027  0.227
H5 4.809 1.443 -0.671  0.189
H6 4.964 2.731 0.566  0.187
H7 5.641 3.690 -1.566  0.197
H8 4.013 4.338 -1.204  0.203
H9 3.432 0.556 -3.312  0.224
H10 1.105 -0.251 -3.579  0.217
H11 -0.770 1.319 -3.202  0.214
H12 -0.331 3.642 -2.621  0.218
H13 0.454 5.383 -1.284  0.177
H14 0.483 5.771 -3.030  0.179
H15 1.587 6.606 -1.911  0.201
H16 4.355 0.238 1.137  0.222
H17 3.245 -1.708 2.067  0.215
H18 -7.849 -2.371 0.360  0.264
H19 -6.602 -1.748 1.470  0.253
H20 -6.142 -2.346 -0.153  0.254

Summary:
lowest unoccupied orbital energy = -0.9 eV
charge = 0
SMILES = [H]/N=C1/C(=C\c2ccc(OCCOc3ccccc3OC)cc2)C(=O)N=C2SC(S(C)(=O)=O)=NN21
HOMO level = -0.304 Eh
gap between HOMO and LUMO = 7.375 eV
energy = -2317.09735 Ha

***

Density functional theory data (ωB97M-V/def2-TZVPD) for a molecular structure, C22H21BBrCl3CoN7O3S at a distorted geometry.

Each line ends with the natural charge from an NBO analysis.
Positions of all 60 atoms, in Å:
Co1 1.943 1.086 -2.618  1.392
B1 -1.475 0.865 -3.458  0.192
N1 -0.626 2.082 -3.940  -0.297
C1 -1.118 3.083 -4.683  -0.004
C2 -0.176 4.093 -4.752  -0.355
C3 0.895 3.607 -4.003  -0.027
N2 0.609 2.404 -3.513  -0.409
N3 -0.609 -0.427 -3.189  -0.281
C4 -1.144 -1.652 -3.179  0.004
C5 -0.205 -2.555 -2.712  -0.349
C6 0.909 -1.768 -2.444  -0.038
N4 0.656 -0.488 -2.727  -0.439
H1 -2.249 0.590 -4.344  -0.038
H2 -2.064 1.154 -2.423  -0.079
H3 -2.105 3.008 -5.108  0.223
H4 -0.249 5.028 -5.278  0.230
H5 1.863 4.046 -3.821  0.217
H6 -2.156 -1.802 -3.516  0.226
H7 -0.309 -3.620 -2.608  0.231
H8 1.884 -2.061 -2.089  0.211
Br1 3.596 1.009 -4.254  -0.696
Cl1 3.379 -0.557 5.749  0.019
C7 1.954 -0.301 4.793  -0.007
C8 1.925 -0.726 3.475  -0.262
C9 0.776 -0.520 2.729  -0.117
C10 -0.344 0.104 3.269  -0.130
C11 -1.560 0.338 2.398  0.083
C12 -1.490 1.693 1.713  -0.217
N5 -0.269 1.879 0.951  -0.340
C13 0.879 2.501 1.389  -0.091
C14 1.761 2.420 0.361  -0.081
N6 1.166 1.769 -0.702  -0.592
C15 -0.043 1.442 -0.304  0.219
O1 -1.663 -0.656 1.403  -0.541
C16 -2.298 -1.852 1.877  -0.079
C17 -1.636 -3.076 1.337  -0.140
C18 -2.130 -3.853 0.335  -0.229
Cl2 -3.560 -3.588 -0.577  0.050
S1 -1.159 -5.225 0.009  0.477
C19 -0.027 -4.754 1.204  -0.415
C20 -0.405 -3.614 1.833  -0.230
C21 -0.269 0.529 4.591  -0.002
Cl3 -1.608 1.372 5.325  0.003
C22 0.864 0.331 5.365  -0.262
H9 2.789 -1.214 3.043  0.236
H10 0.731 -0.857 1.699  0.236
H11 -2.462 0.362 3.018  0.206
H12 -1.541 2.478 2.468  0.225
H13 -2.340 1.799 1.040  0.237
H14 0.951 2.945 2.367  0.230
H15 2.760 2.816 0.298  0.223
H16 -0.793 0.942 -0.899  0.251
H17 -3.346 -1.828 1.575  0.202
H18 -2.258 -1.878 2.971  0.189
H19 0.845 -5.361 1.389  0.245
H20 0.157 -3.161 2.638  0.229
H21 0.895 0.667 6.391  0.247
O2 3.662 -1.379 -0.228  -0.245
N7 4.107 -0.319 -0.528  0.562
O3 3.728 0.651 -1.104  -0.300

Summary:
lowest unoccupied orbital energy (alpha / beta) = -0.4 / -2.3 eV
charge = 0
HOMO level (alpha / beta) = -0.318 / -0.317 Eh
gap between HOMO and LUMO (alpha / beta) = 8.201 / 6.322 eV
energy = -7220.35081 Ha
2S+1 = 5